Record 1
Here is C24H36N5O10PSe2Ti as an isolated structure from OMol25. Energies are from ωB97M-V with the def2-TZVPD basis set.

CARTESIAN COORDINATES (ANGSTROEM)
1 Ti 0.63580 0.12860 0.53396
2 O 1.39424 1.57051 1.81912
3 C 0.87639 2.44414 2.79408
4 C -0.64490 2.49902 2.83179
5 C -0.94767 3.56971 3.89959
6 O -2.33026 3.75487 4.17977
7 C -1.22692 3.01022 1.50940
8 Se -1.02601 1.91337 -0.09784
9 C -1.27432 1.18444 3.30941
10 Se -0.65450 -0.52085 2.56241
11 H 2.41250 1.75781 1.60424
12 H 1.26595 3.44663 2.59203
13 H 1.24460 2.13450 3.77795
14 H -0.49012 4.51836 3.59340
15 H -0.49486 3.27053 4.84611
16 H -2.76379 4.02920 3.36623
17 H -0.79991 3.99400 1.30185
18 H -2.30506 3.13909 1.62986
19 H -2.35285 1.24624 3.17501
20 H -1.09367 1.09775 4.38188
21 O 1.91501 -3.73946 0.09438
22 C 2.00460 -2.55482 0.38568
23 O 0.94732 -1.79835 0.54190
24 C 3.33901 -1.92259 0.61063
25 C 4.45733 -2.73940 0.80614
26 C 5.66962 -2.11829 1.01171
27 C 5.83055 -0.74449 1.10398
28 C 4.70735 0.07962 0.96329
29 C 3.47445 -0.53683 0.60377
30 O 2.46566 0.21602 0.19565
31 N 4.83384 1.44356 1.18481
32 O 5.99786 1.92366 1.32263
33 O 3.78916 2.21020 1.40578
34 N 6.86755 -2.96571 1.16895
35 O 6.72880 -4.17476 1.10848
36 O 7.93987 -2.42223 1.35150
37 H 4.35399 -3.81221 0.77443
38 H 6.78742 -0.29546 1.30688
39 O 0.15241 -0.19330 -1.42063
40 P 0.32151 -1.07499 -2.62580
41 N 0.05322 -0.13346 -3.94150
42 C 0.52840 -0.41065 -5.29992
43 C 0.00539 0.78511 -6.09155
44 C -1.32714 1.09211 -5.40835
45 C -1.01574 0.88677 -3.92757
46 N 1.80521 -1.71936 -2.78383
47 C 3.02359 -0.88799 -2.85430
48 C 4.14301 -1.92274 -2.84675
49 C 3.53085 -3.10112 -3.60459
50 C 2.07734 -3.13146 -3.12700
51 N -0.76268 -2.29759 -2.62506
52 C -1.13103 -3.08445 -1.42471
53 C -1.73325 -4.34246 -2.03187
54 C -2.44543 -3.81416 -3.27549
55 C -1.47364 -2.76445 -3.82049
56 H 0.11569 -1.34464 -5.69843
57 H 1.61541 -0.48881 -5.32848
58 H -0.08836 0.57142 -7.15590
59 H 0.69068 1.62821 -5.97460
60 H -2.08560 0.37547 -5.73540
61 H -1.70281 2.09294 -5.61742
62 H -1.88029 0.54521 -3.35369
63 H -0.65519 1.80062 -3.45205
64 H 3.06648 -0.19680 -2.01520
65 H 3.04075 -0.30241 -3.78140
66 H 4.37082 -2.21020 -1.81750
67 H 5.05624 -1.54265 -3.30297
68 H 4.03710 -4.04578 -3.40743
69 H 3.56780 -2.91616 -4.68231
70 H 1.95803 -3.76004 -2.24329
71 H 1.40358 -3.49128 -3.90775
72 H -1.86924 -2.53680 -0.83113
73 H -0.26729 -3.28004 -0.79845
74 H -2.39230 -4.86263 -1.33751
75 H -0.93187 -5.03009 -2.31602
76 H -3.38377 -3.33278 -2.98932
77 H -2.67287 -4.58103 -4.01539
78 H -1.99490 -1.94759 -4.32486
79 H -0.78590 -3.21349 -4.54716

Summary:
HOMO (spin up / spin down)   -3.28 / -5.01 eV
⟨S²⟩   0.774
Total energy   -7956.15718 hartree
Charge   -1
2S+1   2
ΔE to the lowest compared entry with this formula, charge and spin   19.3 kcal per mole
Orbital gap (spin up / spin down)   5.33 / 7.06 eV


Record 2
Here is C24H36NO3P2PtS2 as an isolated structure from OMol25. Energies are from ωB97M-V with the def2-TZVPD basis set.

CARTESIAN COORDINATES (ANGSTROEM)
1 Pt 0.22229 0.15906 0.80363
2 C 0.43122 4.59113 -1.16662
3 C 0.88990 3.19547 -0.75240
4 C 1.15315 2.31902 -1.97638
5 P -0.28565 2.33175 0.37939
6 C -0.67570 3.53831 1.70098
7 C 0.60427 3.84780 2.48367
8 C -1.75907 2.97151 2.61652
9 C -1.79393 2.08390 -0.59640
10 C -2.77140 3.04594 -0.80589
11 C -3.94401 2.74145 -1.48169
12 C -4.13169 1.43839 -1.92880
13 C -3.16523 0.46669 -1.73625
14 C -1.95830 0.76628 -1.08414
15 N -0.95874 -0.16309 -0.82631
16 C -0.64071 -1.19772 -1.68022
17 C -1.08637 -1.26915 -3.01689
18 C -0.78503 -2.35133 -3.81976
19 C -0.02933 -3.41303 -3.33637
20 C 0.47381 -3.32547 -2.04786
21 C 0.22965 -2.22477 -1.23231
22 P 0.86763 -2.02590 0.46276
23 C 2.68593 -2.35454 0.54288
24 C 3.45465 -1.03971 0.39969
25 C 3.25985 -3.39405 -0.41829
26 C 0.01652 -3.32343 1.45484
27 C 0.61228 -4.72515 1.37698
28 C -1.46717 -3.32712 1.09397
29 H 1.17195 5.04257 -1.83125
30 H 0.30351 5.25685 -0.31204
31 H -0.51511 4.54070 -1.70941
32 H 1.81708 3.27871 -0.17593
33 H 0.24902 2.23086 -2.58499
34 H 1.45653 1.31362 -1.68253
35 H 1.93580 2.76305 -2.59621
36 H -1.04506 4.45285 1.22301
37 H 1.04964 2.92599 2.86437
38 H 0.36408 4.48691 3.33603
39 H 1.34384 4.36979 1.87245
40 H -1.42448 2.04632 3.09068
41 H -2.67600 2.75010 2.06725
42 H -1.99228 3.69965 3.39732
43 H -2.62745 4.04550 -0.41077
44 H -4.70902 3.49295 -1.62520
45 H -5.05880 1.16537 -2.41910
46 H -3.35839 -0.54813 -2.05365
47 H -1.66017 -0.45244 -3.42910
48 H -1.14667 -2.36304 -4.84167
49 H 0.18769 -4.27318 -3.95585
50 H 1.08328 -4.13531 -1.67270
51 H 2.79972 -2.69806 1.57540
52 H 3.32631 -0.62708 -0.60589
53 H 4.52138 -1.22371 0.55515
54 H 3.11503 -0.30412 1.12631
55 H 3.16391 -3.06547 -1.45424
56 H 2.79148 -4.37279 -0.32116
57 H 4.32610 -3.51442 -0.20901
58 H 0.12586 -2.93974 2.47256
59 H 0.54289 -5.14023 0.36759
60 H 0.05295 -5.38908 2.04119
61 H 1.65401 -4.74609 1.69679
62 H -1.63088 -3.74088 0.09534
63 H -1.87911 -2.31773 1.13373
64 H -2.01475 -3.93809 1.81529
65 O 1.44338 0.57586 2.39072
66 S 1.08915 -0.30782 3.62224
67 O 1.50467 0.45810 4.77732
68 O 1.76749 -1.59242 3.46299
69 S -0.89742 -0.56817 3.49825

Summary:
HOMO   -3.98 eV
Total energy   -2815.19141 hartree
Charge   -1
2S+1   1
ΔE to the lowest compared entry with this formula, charge and spin   0.0 kcal per mole
Orbital gap   6.49 eV


Record 3
Here is a 6-piece molecular cluster, C24H36O18 overall in a non-equilibrium geometry from OMol25. Energies are from ωB97M-V with the def2-TZVPD basis set.

CARTESIAN COORDINATES (ANGSTROEM)
1 C -1.16976 3.03254 8.53290
2 C -0.98246 3.05809 10.07192
3 C -1.74029 4.09639 10.88280
4 O -2.64610 3.27246 11.57560
5 C -2.50842 2.02990 11.34782
6 O -3.26609 1.20563 11.90948
7 O -1.46892 1.81506 10.64044
8 H -1.01008 4.05421 8.18826
9 H -2.23215 2.85688 8.36381
10 H -0.62890 2.15558 8.17721
11 H 0.07456 3.10239 10.33430
12 H -2.24379 4.78230 10.20153
13 H -1.00803 4.46437 11.60146
14 C -2.50611 2.43337 -4.99845
15 C -2.99843 3.14768 -3.74864
16 C -1.89815 3.91570 -3.14241
17 O -2.52678 5.16727 -2.90782
18 C -3.66872 5.30773 -3.56834
19 O -4.27926 6.37509 -3.82282
20 O -3.86186 4.16476 -4.18489
21 H -3.23473 1.73141 -5.40400
22 H -1.51761 2.00847 -4.82400
23 H -2.33992 3.09939 -5.84515
24 H -3.49637 2.57383 -2.96706
25 H -1.02252 4.17732 -3.73649
26 H -1.71319 3.43682 -2.18086
27 C -3.89941 -6.40245 -5.72622
28 C -4.99153 -5.47752 -5.21354
29 C -6.19421 -6.32472 -4.77596
30 O -6.13241 -6.08096 -3.38977
31 C -5.15326 -5.20672 -2.98898
32 O -5.15054 -4.63328 -1.96191
33 O -4.46693 -4.94931 -4.07776
34 H -4.14096 -6.78894 -6.71636
35 H -3.73928 -7.29581 -5.12259
36 H -2.97986 -5.82377 -5.81373
37 H -5.35271 -4.66005 -5.83755
38 H -6.14659 -7.34551 -5.15519
39 H -7.15879 -5.96126 -5.13035
40 C 0.80374 -1.41847 0.65028
41 C -0.44743 -0.47975 0.96988
42 C -1.90353 -0.98766 0.76331
43 O -2.61840 -0.73212 1.89796
44 C -1.71697 -0.43526 2.88403
45 O -1.94069 -0.34592 4.11745
46 O -0.49141 -0.37201 2.37508
47 H 1.67671 -0.82562 0.92329
48 H 0.75661 -1.77739 -0.37786
49 H 0.82909 -2.19649 1.41327
50 H -0.36531 0.56991 0.68780
51 H -1.89095 -2.06733 0.61411
52 H -2.20016 -0.45723 -0.14154
53 C 6.47906 -0.85849 3.27953
54 C 6.58485 0.53144 2.61322
55 C 7.67630 1.44883 2.89562
56 O 8.28752 1.72363 1.68622
57 C 7.83164 1.02756 0.72784
58 O 8.12676 1.22789 -0.49349
59 O 6.79550 0.42604 1.16149
60 H 7.44742 -1.35789 3.24799
61 H 5.77303 -1.47996 2.72873
62 H 6.30143 -0.69575 4.34258
63 H 5.57649 0.94257 2.56549
64 H 8.37512 1.06091 3.63674
65 H 7.30238 2.28773 3.48257
66 C 2.37654 -1.81776 -5.56736
67 C 3.46423 -0.75598 -5.54332
68 C 2.86546 0.66616 -5.83469
69 O 2.60501 1.12396 -4.46529
70 C 3.29769 0.44685 -3.61241
71 O 3.53517 0.79541 -2.46286
72 O 3.84478 -0.70719 -4.13347
73 H 1.63627 -1.58216 -4.80277
74 H 2.85909 -2.77010 -5.34763
75 H 2.05052 -1.87727 -6.60576
76 H 4.32941 -0.95666 -6.17522
77 H 1.94158 0.77187 -6.40334
78 H 3.54601 1.38932 -6.28413

Summary:
HOMO   -10.13 eV
Total energy   -2290.33666 hartree
Charge   0
2S+1   1
ΔE to the lowest compared entry with this formula, charge and spin   140.5 kcal per mole
SMILES string   C[C@H]1COC(=O)O1.C[C@H]1COC(=O)O1.C[C@H]1COC(=O)O1.C[C@H]1COC(=O)O1.C[C@H]1COC(=O)O1.C[C@H]1COC(=O)O1
Orbital gap   9.90 eV